# C28H18BrF4MnNOPS

A molecular structure, C28H18BrF4MnNOPS (the ωB97M-V functional and the def2-TZVPD basis, OMol25).

## Properties
gap between HOMO and LUMO (spin up / spin down): 0.2595 / 0.2711 Ha
E_LUMO (spin up / spin down): -0.008 / -0.002 Ha
<S²>: 6.119
energy above the lowest of the compared OMol25 structures with the same formula, charge and spin: 0.00 kcal per mole

Structure (ORCA input):
```
! wB97M-V def2-TZVPD RIJCOSX def2/J DEFGRID3
* xyz 0 5
C -0.3184 -5.1101 0.0241
H 0.0810 -1.7095 -2.4411
H -0.4642 -1.6790 2.6282
C 5.2018 3.8061 -0.4564
H -3.2635 0.8945 0.6335
F -1.8707 -6.8738 0.0818
C 4.2828 1.1260 -0.5977
Mn 1.6658 -0.3471 0.3337
C 3.4001 2.1700 -0.1816
H -3.3008 0.6273 -1.1834
H 0.9614 4.8892 0.9768
C 1.2814 2.7972 0.5626
C -1.1483 -0.9132 -3.9876
C -2.2610 -0.1419 -4.2947
H -2.5362 0.0336 -5.3261
C -3.0107 0.4062 -3.2680
Br 1.7744 -3.2630 -0.1130
H -0.0126 1.6099 1.7561
H 7.0629 3.0146 -1.1109
C -1.8106 -0.4845 1.4537
F -3.4246 -2.4759 0.0181
C 5.5757 1.4716 -0.9179
C -1.3457 -1.0497 2.6473
H -3.5058 0.3458 4.8451
H 5.5398 4.8330 -0.3961
C -2.3850 -3.3115 0.0374
H -4.3078 1.3958 2.7531
F 0.6640 -6.0083 0.0055
C 3.8642 3.5026 -0.1139
H 3.2856 5.5193 0.3646
C 2.9508 4.4899 0.3081
H 6.2547 0.6882 -1.2279
C -2.6676 -4.6647 0.0619
H -3.8795 1.0108 -3.4937
C -0.0500 -3.7528 0.0018
P -0.8162 -1.0101 0.0117
C -0.0913 2.3703 0.9771
C -2.8764 0.4070 1.5153
H -1.5779 -1.2131 4.7660
O 1.4724 -0.5073 1.9608
C -1.0849 -2.8218 0.0214
C -1.5658 -0.5922 -1.6123
S 3.7636 -0.5438 -0.7036
H -0.6284 1.9338 0.1305
C -0.8059 -1.1226 -2.6647
C -1.9555 -0.7637 3.8573
C -3.4777 0.7016 2.7298
C -1.6230 -5.5714 0.0604
C -2.6690 0.1878 -1.9396
C 6.0347 2.8005 -0.8490
N 2.1135 1.8608 0.1546
H -0.6764 3.2091 1.3509
F -3.9241 -5.0942 0.0808
C -3.0284 0.1138 3.9019
C 1.6757 4.1493 0.6428
H -0.5425 -1.3405 -4.7754
*
```